(1)
9
Properties=species:S:1:pos:R:3 method="wB97M-V/def2-TZVPD" gap_ha=0.2844 e_tot_ev=-20575.27641 multiplicity=1 fmax_ev_per_a=2.426 e_lumo_ev=3.9 e_homo_ev=-3.8045 relative_energy_kcal_mol=7.8 charge=-1
C -1.08 0.46 0.87
C -1.34 2.31 1.12
N -0.20 -0.01 -0.02
O -0.34 2.85 0.72
O -2.40 2.56 1.60
O -0.81 -1.89 1.89
S -1.56 -0.57 2.09
H 0.37 0.64 -0.54
H 0.19 -0.92 0.23

***

(2)
77
Properties=species:S:1:pos:R:3 method="wB97M-V/def2-TZVPD" gap_ha=0.1787 e_tot_ev=-405531.48932 multiplicity=1 fmax_ev_per_a=1.296 e_lumo_ev=3.7 e_homo_ev=-1.1682 relative_energy_kcal_mol=26.6 charge=-2
Sr -0.45 -0.05 -0.14
Br 0.71 3.47 5.91
C 1.00 2.40 4.37
C 2.04 1.51 4.33
Br 3.23 1.32 5.80
C 2.23 0.73 3.17
Br 3.63 -0.54 3.05
C 1.41 0.81 2.04
O 1.58 0.06 0.99
C 0.30 1.78 2.09
O -0.49 1.91 1.08
C 0.15 2.52 3.26
Br -1.32 3.72 3.27
N -3.46 -1.88 2.42
C -2.20 -2.35 2.79
C -2.18 -3.65 3.34
C -0.98 -4.19 3.71
C 0.18 -3.44 3.55
C 0.05 -2.17 3.02
N -1.11 -1.62 2.64
C -3.87 -0.70 1.79
C -5.21 -0.62 1.40
C -5.63 0.52 0.76
C -4.72 1.55 0.54
C -3.43 1.38 0.99
N -3.00 0.27 1.61
H -4.16 -2.60 2.40
H -3.10 -4.21 3.44
H -0.94 -5.19 4.11
H 1.16 -3.81 3.81
H 0.92 -1.55 2.87
H -5.88 -1.46 1.56
H -6.66 0.60 0.42
H -5.00 2.47 0.03
H -2.67 2.15 0.85
F -3.43 -2.21 -0.92
B -2.13 -2.40 -0.48
F -2.11 -3.68 0.05
C 0.92 2.61 -3.63
Si -0.67 1.97 -2.73
C -1.82 1.75 -4.26
C -1.39 3.62 -2.03
C -0.60 4.56 -1.35
C -1.13 5.69 -0.75
C -2.50 5.93 -0.81
C -3.31 5.03 -1.47
C -2.76 3.90 -2.06
H 0.70 3.43 -4.33
H 1.36 1.78 -4.20
H 1.68 2.96 -2.92
H -1.92 2.67 -4.85
H -2.82 1.41 -3.98
H -1.39 0.97 -4.90
H 0.47 4.38 -1.26
H -0.48 6.37 -0.21
H -2.92 6.81 -0.33
H -4.38 5.19 -1.52
H -3.42 3.20 -2.57
C 3.41 -0.43 -6.42
N 3.91 -0.33 -5.07
C 3.25 -0.77 -3.96
Se 1.68 -1.63 -3.80
N 4.04 -0.41 -2.90
C 5.18 0.24 -3.32
C 6.26 0.79 -2.65
C 7.26 1.37 -3.42
C 7.18 1.42 -4.81
C 6.09 0.87 -5.48
C 5.10 0.29 -4.72
H 2.41 -0.86 -6.37
H 4.05 -1.08 -7.02
H 3.36 0.56 -6.88
H 3.74 -0.57 -1.95
H 6.32 0.76 -1.57
H 8.12 1.81 -2.92
H 7.98 1.88 -5.38
H 6.02 0.91 -6.56

***

(3)
40
Properties=species:S:1:pos:R:3 method="wB97M-V/def2-TZVPD" gap_ha=0.1734 e_tot_ev=-59241.29612 multiplicity=1 fmax_ev_per_a=8.483 e_lumo_ev=-2.0 e_homo_ev=-6.6893 charge=0
C -2.63 3.08 1.37
C -3.34 3.20 -0.11
C -2.26 2.91 -1.35
O -2.67 2.26 -2.46
O -0.90 3.45 -1.17
C 0.13 2.40 -1.26
C -0.31 0.95 -0.63
Nb 1.58 -0.20 0.06
F 2.84 1.03 -1.20
C 1.30 -1.56 -1.70
C 2.34 -3.01 -1.60
C 1.62 -4.37 -0.83
O 2.80 -3.42 -0.17
P 1.95 1.57 1.92
S 0.33 1.86 2.99
B 0.25 -1.49 1.46
C -1.07 -2.21 0.72
O 0.50 -1.67 2.91
H -2.78 2.00 1.85
H -1.50 3.40 1.38
H -3.20 3.84 2.09
H -3.79 4.28 -0.19
H -4.16 2.36 -0.17
H 0.46 2.32 -2.40
H 1.08 2.81 -0.68
H -0.90 0.25 -1.39
H -0.98 1.06 0.34
H 3.11 -0.98 0.64
H 1.76 -1.06 -2.66
H 0.23 -1.93 -1.97
H 3.10 -3.23 -2.58
H 0.57 -3.81 -0.98
H 1.41 -4.55 0.28
H 2.49 2.78 1.33
H 2.96 1.01 2.83
H -0.96 -3.37 0.64
H -1.29 -1.72 -0.35
H -2.01 -1.92 1.39
H 1.42 -2.03 3.08
K 0.55 -6.31 -1.43

***

(4)
123
Properties=species:S:1:pos:R:3 method="wB97M-V/def2-TZVPD" gap_ha=0.2686 e_tot_ev=-76101.73400 multiplicity=1 fmax_ev_per_a=1.097 e_lumo_ev=-4.0 e_homo_ev=-11.3251 relative_energy_kcal_mol=0.0 charge=+1
C -1.06 4.02 -1.13
O 0.05 4.22 -1.99
C 0.73 3.01 -2.25
C 1.94 3.34 -3.11
C 2.96 2.20 -3.23
C 2.35 0.82 -3.56
C 2.33 -0.17 -2.39
C 3.56 -1.09 -2.26
C 4.87 -0.47 -2.76
C 6.14 -1.33 -2.51
N 5.94 -2.46 -1.60
C 5.81 -2.34 -0.13
C 6.02 -0.91 0.39
C 4.97 -0.46 1.40
N 4.44 -1.48 2.24
O 4.69 0.70 1.49
C 5.80 -3.69 -2.14
N 4.78 -4.48 -1.82
N 6.73 -4.27 -3.01
H -0.79 3.44 -0.25
H -1.39 5.01 -0.81
H -1.88 3.54 -1.67
H 0.05 2.33 -2.78
H 1.05 2.56 -1.30
H 2.43 4.19 -2.63
H 1.61 3.69 -4.09
H 3.64 2.47 -4.04
H 3.56 2.17 -2.32
H 2.85 0.40 -4.43
H 1.32 0.96 -3.88
H 2.19 0.38 -1.46
H 1.46 -0.81 -2.51
H 3.38 -2.04 -2.78
H 3.68 -1.30 -1.19
H 4.79 -0.31 -3.83
H 5.01 0.51 -2.31
H 6.93 -0.69 -2.12
H 6.52 -1.69 -3.47
H 4.84 -2.72 0.20
H 6.55 -3.00 0.32
H 6.98 -0.85 0.91
H 6.00 -0.16 -0.39
H 4.37 -1.13 3.19
H 3.52 -1.79 1.93
H 4.14 -4.09 -1.14
H 4.33 -4.96 -2.58
H 7.54 -4.53 -2.45
H 7.07 -3.61 -3.70
C -6.80 5.65 1.38
C -6.57 4.17 1.55
O -5.19 3.81 1.32
C -4.37 4.04 2.33
O -4.66 4.49 3.41
O -3.13 3.70 1.95
C -2.12 3.95 2.93
H -6.45 5.99 0.40
H -7.87 5.88 1.46
H -6.27 6.22 2.15
H -7.13 3.60 0.81
H -6.87 3.83 2.54
H -2.38 3.51 3.89
H -1.98 5.03 3.05
H -1.21 3.50 2.55
C -3.17 4.72 7.73
C -2.98 3.23 7.88
O -1.62 2.83 7.65
C -0.79 3.02 8.68
O -1.09 3.45 9.76
O 0.43 2.64 8.30
C 1.44 2.84 9.30
H -2.79 5.06 6.76
H -4.22 4.98 7.81
H -2.62 5.26 8.51
H -3.56 2.70 7.12
H -3.31 2.88 8.85
H 1.14 2.37 10.24
H 1.62 3.90 9.46
H 2.34 2.36 8.92
C 2.34 -9.59 1.82
C 2.41 -8.29 2.58
O 3.77 -7.81 2.69
C 4.26 -7.20 1.63
O 3.69 -6.96 0.60
O 5.54 -6.86 1.89
C 6.19 -6.27 0.77
H 3.00 -10.33 2.27
H 1.32 -9.97 1.84
H 2.64 -9.45 0.78
H 2.08 -8.42 3.61
H 1.80 -7.51 2.12
H 5.57 -5.47 0.37
H 6.36 -7.01 -0.01
H 7.14 -5.88 1.12
C -12.21 4.90 -1.81
C -11.38 6.00 -2.42
O -11.70 7.28 -1.86
C -11.15 7.54 -0.68
O -10.41 6.82 -0.06
O -11.57 8.75 -0.28
C -11.09 9.15 1.01
H -13.27 5.13 -1.90
H -12.02 3.95 -2.33
H -11.98 4.77 -0.76
H -11.59 6.10 -3.49
H -10.31 5.81 -2.30
H -10.01 9.07 1.06
H -11.55 8.54 1.78
H -11.40 10.18 1.12
C 2.83 -7.56 -3.94
C 3.57 -6.74 -4.99
O 3.07 -6.98 -6.31
C 1.94 -6.32 -6.61
O 1.38 -5.54 -5.88
O 1.57 -6.68 -7.83
C 0.34 -6.08 -8.28
H 2.87 -8.62 -4.20
H 3.29 -7.43 -2.96
H 1.79 -7.26 -3.88
H 4.62 -7.02 -5.02
H 3.50 -5.67 -4.78
H 0.38 -5.00 -8.17
H -0.50 -6.49 -7.72
H 0.25 -6.36 -9.33

***

(5)
40
Properties=species:S:1:pos:R:3 method="wB97M-V/def2-TZVPD" gap_ha=0.3434 e_tot_ev=-27088.91256 multiplicity=1 fmax_ev_per_a=0.769 e_lumo_ev=0.4 e_homo_ev=-8.9913 charge=0
C 3.54 0.53 0.91
C 3.61 0.62 -0.48
C 2.64 0.03 -1.27
C 1.59 -0.66 -0.66
O 0.71 -1.32 -1.48
C 1.51 -0.74 0.72
C 2.49 -0.15 1.51
H 4.30 0.99 1.52
H 4.43 1.14 -0.95
H 2.67 0.05 -2.35
H -0.22 -1.31 -1.13
H 0.70 -1.28 1.19
H 2.46 -0.23 2.59
H -1.73 0.48 1.71
H -1.15 1.91 1.42
O -1.90 1.30 1.20
H -2.71 -0.21 -3.49
H -2.84 0.70 -2.24
O -3.15 -0.15 -2.64
H 2.00 -3.88 -0.08
H 0.97 -3.07 -0.89
O 1.08 -3.89 -0.38
H 1.05 2.72 1.44
H 0.10 3.60 0.64
O 0.18 3.14 1.50
H -3.17 2.63 -1.15
H -2.15 1.74 -0.39
O -2.37 2.11 -1.29
H -1.34 -2.00 2.12
H -1.38 -1.17 3.47
O -1.51 -1.11 2.51
H -0.34 -3.70 0.78
H -1.76 -3.20 0.51
O -1.18 -3.48 1.25
H -1.99 -0.77 0.10
H -2.44 -1.17 -1.33
O -1.82 -1.41 -0.60
H 0.36 3.93 -1.83
H -0.95 3.31 -1.33
O -0.27 3.98 -1.10

***

(6)
17
Properties=species:S:1:pos:R:3 method="wB97M-V/def2-TZVPD" gap_ha=0.3531 e_tot_ev=-7759.09362 multiplicity=1 fmax_ev_per_a=1.374 e_lumo_ev=0.9 e_homo_ev=-8.7577 relative_energy_kcal_mol=22.8 charge=0
C -1.35 1.16 -2.30
N -0.39 1.14 -1.21
C -0.50 2.37 -0.39
H -2.32 0.85 -1.89
H -1.45 2.10 -2.84
H -1.16 0.32 -2.97
H 0.55 1.23 -1.61
H -0.24 3.30 -0.92
H 0.11 2.27 0.50
H -1.55 2.44 -0.10
N 0.12 -1.17 0.74
C 1.10 -1.96 1.24
N 1.30 -2.16 2.49
H 0.03 -0.87 -0.20
H -0.57 -0.84 1.41
H 1.75 -2.41 0.49
H 2.04 -2.84 2.57

***

(7)
5
Properties=species:S:1:pos:R:3 method="wB97M-V/def2-TZVPD" gap_ha="0.3736 / 0.2410" e_tot_ev=-16432.10220 multiplicity=1 fmax_ev_per_a=2.114 e_lumo_ev="0.7 / -1.6" e_homo_ev="-9.4999 / -8.1849" relative_energy_kcal_mol=57.6 charge=0
N 2.36 1.15 -0.83
O 2.75 1.57 -1.83
O 0.26 1.23 -0.78
S -0.21 -0.09 -1.27
H 0.23 -0.79 -0.25

***

(8)
25
Properties=species:S:1:pos:R:3 method="wB97M-V/def2-TZVPD" gap_ha="0.3110 / 0.3110" e_tot_ev=-13320.60523 multiplicity=1 fmax_ev_per_a=4.912 e_lumo_ev="-4.8 / -4.8" e_homo_ev="-13.2856 / -13.2851" relative_energy_kcal_mol=80.1 charge=+1
C -0.21 2.03 -1.09
C 1.47 -1.82 -0.30
C -1.25 -2.27 -0.40
C 2.20 0.93 0.61
N -2.80 0.91 1.02
N 3.25 0.20 0.56
N -0.03 1.48 0.23
N 0.47 -0.83 -0.07
N 0.94 0.48 0.18
N -0.78 -0.91 -0.05
H 0.75 2.53 -1.41
H -0.61 1.41 -1.80
H -0.71 2.94 -0.84
H 1.18 -2.67 0.33
H 1.62 -2.14 -1.35
H 2.44 -1.32 -0.08
H -0.62 -2.64 -1.22
H -2.30 -1.93 -0.71
H -1.09 -2.95 0.46
H -2.90 0.29 1.77
H 2.22 2.04 1.04
H -2.98 1.85 1.31
H -3.47 0.69 0.30
H 4.09 0.59 0.85
H -0.87 1.13 0.65

***

(9)
97
Properties=species:S:1:pos:R:3 method="wB97M-V/def2-TZVPD" gap_ha="0.2399 / 0.2392" e_tot_ev=-130919.23221 multiplicity=1 fmax_ev_per_a=0.985 e_lumo_ev="-1.5 / -1.5" e_homo_ev="-8.0209 / -8.0248" relative_energy_kcal_mol=9.4 charge=0
Tc 0.19 0.47 0.94
C -1.10 -3.01 4.13
C -1.27 -2.97 2.60
C -2.54 -2.27 2.19
C -3.75 -2.81 2.60
C -4.95 -2.21 2.29
C -4.95 -1.06 1.51
C -3.76 -0.51 1.03
C -3.88 0.67 0.10
C -4.69 0.32 -1.15
C -2.55 -1.11 1.41
N -1.28 -0.69 0.90
C -0.87 -0.77 -0.43
C -0.38 -2.08 -0.92
C -1.20 -2.86 -1.70
C -0.69 -4.18 -1.71
C 0.42 -4.17 -0.92
N 0.64 -2.88 -0.43
H -0.23 -3.60 4.42
H -1.97 -3.46 4.60
H -1.00 -2.00 4.55
H -1.30 -4.00 2.23
H -0.40 -2.50 2.13
H -3.74 -3.72 3.18
H -5.89 -2.64 2.63
H -5.88 -0.59 1.25
H -2.89 1.01 -0.18
H -4.34 1.50 0.63
H -4.19 -0.45 -1.74
H -4.82 1.20 -1.79
H -5.68 -0.05 -0.89
H -1.56 -0.35 -1.16
H -2.11 -2.51 -2.16
H -1.11 -5.04 -2.20
H 1.11 -4.96 -0.68
S 0.19 0.21 3.40
Sb 1.92 -1.89 3.88
S 3.12 -0.27 2.26
S 1.80 1.26 2.65
S 2.81 -1.30 5.82
C 4.72 -3.19 -2.30
C 4.25 -2.49 -1.03
C 5.07 -1.22 -0.85
O 2.87 -2.11 -1.25
B 2.10 -2.69 -0.29
O 2.81 -3.33 0.69
C 4.19 -3.43 0.24
C 5.09 -3.03 1.39
C 4.41 -4.91 -0.07
H 4.69 -2.48 -3.12
H 4.08 -4.03 -2.56
H 5.74 -3.54 -2.20
H 4.96 -0.60 -1.74
H 6.13 -1.46 -0.74
H 4.75 -0.64 0.01
H 4.94 -1.99 1.70
H 6.14 -3.14 1.11
H 4.90 -3.68 2.25
H 3.71 -5.27 -0.82
H 4.24 -5.48 0.84
H 5.42 -5.09 -0.41
C 2.34 0.71 -2.30
C 2.34 1.07 -0.83
C 3.32 2.18 -0.49
O 1.01 1.47 -0.46
H 2.09 1.57 -2.90
H 1.63 -0.09 -2.50
H 3.34 0.36 -2.59
H 2.62 0.16 -0.27
H 3.09 3.08 -1.06
H 4.34 1.85 -0.73
H 3.29 2.44 0.56
S 0.94 5.06 0.54
P -0.69 4.07 0.15
S -1.02 2.42 1.43
C -2.18 5.03 0.56
C -2.70 5.03 1.86
C -3.79 5.84 2.17
C -4.36 6.65 1.20
C -3.83 6.66 -0.09
C -2.75 5.86 -0.40
C -0.94 3.70 -1.61
C 0.01 4.09 -2.54
C -0.21 3.86 -3.89
C -1.38 3.24 -4.31
C -2.34 2.87 -3.38
C -2.12 3.11 -2.04
H -2.26 4.42 2.62
H -4.19 5.83 3.17
H -5.21 7.27 1.44
H -4.27 7.30 -0.84
H -2.34 5.88 -1.40
H 0.92 4.57 -2.19
H 0.53 4.17 -4.62
H -1.54 3.06 -5.37
H -3.26 2.41 -3.71
H -2.89 2.88 -1.31

***

(10)
16
Properties=species:S:1:pos:R:3 method="wB97M-V/def2-TZVPD" gap_ha=0.3763 e_tot_ev=-10235.17988 multiplicity=1 fmax_ev_per_a=4.463 e_lumo_ev=1.1 e_homo_ev=-9.1726 relative_energy_kcal_mol=70.6 charge=0
C 1.82 2.06 -0.77
C 0.57 1.63 -1.23
C -1.51 -1.92 0.23
C -1.09 -0.15 1.68
N 2.50 0.93 -0.45
N 1.61 -0.04 -0.56
N 0.46 0.35 -1.07
N -0.65 -0.91 0.80
H 2.20 3.06 -0.72
H -0.20 2.19 -1.60
H -1.43 -2.86 0.74
H -2.64 -1.50 0.07
H -1.07 -2.05 -0.82
H -2.09 -0.09 1.97
H 1.76 -1.01 -0.43
H -0.23 0.31 2.16

***

(11)
46
Properties=species:S:1:pos:R:3 method="wB97M-V/def2-TZVPD" gap_ha=0.2941 e_tot_ev=-67623.27051 multiplicity=1 fmax_ev_per_a=3.824 e_lumo_ev=-8.4 e_homo_ev=-16.4141 charge=+2
N -2.05 0.35 -0.30
C -3.12 0.91 -0.35
O -4.02 1.70 -0.33
Cu -1.46 2.14 -0.86
Ta -0.27 -0.57 0.19
N 0.43 0.85 1.36
N 0.78 -0.66 -1.46
C -0.17 1.30 2.63
C 0.65 -0.82 -2.87
C -0.80 2.69 2.46
C 0.91 1.41 3.73
C -1.23 0.31 3.05
C 1.79 -0.14 -3.66
C 0.71 -2.32 -3.16
C -0.67 -0.26 -3.35
H -0.10 3.43 2.05
H -1.17 3.05 3.44
H -1.66 2.66 1.78
H 1.45 0.47 3.83
H 0.43 1.62 4.70
H 1.63 2.23 3.57
H -1.99 0.21 2.27
H -1.70 0.68 3.96
H -0.75 -0.65 3.27
H 1.82 0.94 -3.45
H 1.60 -0.24 -4.74
H 2.77 -0.59 -3.48
H 1.64 -2.77 -2.79
H 0.64 -2.51 -4.24
H -0.13 -2.83 -2.69
H -1.52 -0.66 -2.79
H -0.81 -0.53 -4.42
H -0.70 0.84 -3.26
C 2.13 -0.84 -0.90
H 2.15 -0.82 0.22
H 2.57 -1.79 -1.22
H 2.82 -0.06 -1.27
C 1.64 1.61 1.01
H 2.51 1.26 1.60
H 1.94 1.49 -0.03
H 1.53 2.70 1.15
C -2.09 -3.17 1.07
O -1.12 -2.18 0.80
H -1.55 -4.11 1.10
H -2.91 -3.29 0.35
H -2.57 -3.02 2.04